A.
The following is a quantum chemistry calculation of 13 unconnected molecules or ions with the total composition C6H40N2O12, from the OMol25 dataset.

Computed properties:
E_HOMO (eV): -8.490
Kohn-Sham gap (eV): 8.62
2S+1: 1

Atoms and positions in Å:
C: -0.15 2.33 -1.85
C: -0.66 0.89 -1.98
N: -1.07 0.42 -0.62
C: 0.09 0.39 0.30
C: -2.88 -0.97 -1.70
C: -1.70 -0.92 -0.68
C: -0.74 -2.10 -0.90
N: -0.51 -2.95 0.33
H: -0.79 2.68 -1.03
H: -0.10 2.91 -2.77
H: 0.87 2.43 -1.47
H: -1.60 0.96 -2.53
H: -0.03 0.16 -2.48
H: 0.38 -0.60 0.63
H: 0.96 0.83 -0.17
H: -0.18 0.90 1.23
H: -3.69 -0.32 -1.40
H: -3.21 -2.01 -1.61
H: -2.57 -0.60 -2.67
H: -2.29 -1.06 0.24
H: 0.16 -1.75 -1.40
H: -1.18 -2.88 -1.52
H: 0.24 -2.58 0.93
H: -1.34 -2.79 0.89
H: -0.26 -1.14 2.57
H: -0.65 -1.48 4.03
O: -0.99 -1.09 3.22
H: -3.42 -2.78 1.67
H: -2.81 -1.91 2.84
O: -3.58 -2.43 2.54
H: 1.75 4.27 0.41
H: 2.44 3.75 1.64
O: 2.57 3.88 0.69
H: 0.94 2.67 3.58
H: 1.20 4.20 3.39
O: 1.63 3.35 3.52
H: -2.92 3.92 0.23
H: -3.21 3.30 -1.09
O: -3.50 4.02 -0.53
H: 2.32 -1.29 1.85
H: 2.20 -2.28 2.98
O: 1.63 -1.73 2.43
H: 3.30 -0.22 -2.40
H: 2.32 -1.21 -3.17
O: 2.85 -1.07 -2.38
H: 0.66 -2.39 -4.78
H: 0.21 -2.31 -3.33
O: 0.56 -1.77 -4.05
H: -1.40 2.63 4.45
H: -1.38 1.84 3.20
O: -0.91 2.57 3.63
H: 4.14 2.04 0.51
H: 3.02 2.26 -0.44
O: 3.67 1.58 -0.19
H: -1.86 -3.44 -3.82
H: -1.35 -4.40 -2.84
O: -1.03 -3.82 -3.53
H: 3.46 -1.56 -0.20
H: 3.36 -0.09 0.27
O: 3.38 -1.02 0.59


B.
The following is a quantum chemistry calculation of 13 unconnected molecules or ions with the total composition C6H40N2O12, from the OMol25 dataset.

Computed properties:
E_HOMO (eV): -8.461
Kohn-Sham gap (eV): 8.50
2S+1: 1

Atoms and positions in Å:
C: -1.97 -0.06 2.12
N: -3.11 -0.73 1.49
C: -2.80 -0.90 -0.01
C: -4.24 -1.29 -0.54
C: -0.47 -0.47 1.73
C: 0.12 0.42 0.64
C: 0.86 -0.35 -0.62
N: 2.21 0.26 -0.64
H: -2.17 0.95 1.89
H: -2.03 -0.09 3.16
H: -3.21 -1.73 1.59
H: -2.27 -1.74 -0.39
H: -2.48 0.08 -0.33
H: -4.34 -1.45 -1.59
H: -4.48 -2.23 -0.13
H: -4.94 -0.56 -0.22
H: -0.67 -1.51 1.40
H: 0.18 -0.48 2.56
H: 0.80 1.19 0.98
H: -0.77 0.94 0.12
H: 0.74 -1.49 -0.48
H: 0.37 -0.09 -1.50
H: 2.27 1.18 -0.44
H: 2.85 -0.25 -0.02
H: -2.31 0.35 -1.97
H: -1.20 1.03 -3.07
O: -2.04 1.19 -2.57
H: -0.36 4.96 0.12
H: 0.17 3.80 -0.61
O: 0.53 4.61 -0.19
H: -1.97 2.43 -1.54
H: -2.13 3.20 -0.10
O: -1.53 3.02 -0.87
H: -2.96 2.91 2.05
H: -2.28 4.20 1.98
O: -2.89 3.68 1.56
H: 4.02 -3.16 1.14
H: 2.74 -2.16 0.61
O: 3.65 -2.21 1.02
H: 4.06 0.05 2.91
H: 3.94 -1.51 2.71
O: 3.71 -0.74 3.33
H: 2.49 3.80 2.02
H: 1.78 3.86 0.64
O: 2.34 3.41 1.16
H: -0.46 -1.76 -2.48
H: -0.90 -1.54 -4.07
O: -0.83 -1.20 -3.17
H: 0.92 0.55 -3.76
H: 0.49 1.26 -4.99
O: 0.71 0.45 -4.65
H: 1.17 -3.20 -1.61
H: 2.55 -2.24 -2.04
O: 1.72 -2.72 -2.22
H: 0.49 -4.76 0.25
H: 1.06 -3.67 1.21
O: 0.66 -3.83 0.42
H: 2.41 -2.17 3.07
H: 1.06 -2.80 3.17
O: 1.79 -2.79 2.66


Stability, lowest: B


A.
The following is a quantum chemistry calculation of C9H17BN2O5 in the gas phase, from the OMol25 dataset.

Computed properties:
E_HOMO (eV): -8.701
Structure (SMILES): O=C([C@@H]1C[C@H](O)CN1)N1C[C@H](O)C[C@H]1B(O)O
Kohn-Sham gap (eV): 8.83
2S+1: 1

Atoms and positions in Å:
O: 1.06 0.75 1.20
C: 0.45 0.42 0.15
C: 0.99 0.85 -1.25
C: 2.09 -0.11 -1.72
C: 3.41 0.47 -1.15
O: 3.76 0.02 0.14
C: 3.14 1.99 -1.11
N: 1.71 2.17 -0.99
N: -0.77 -0.30 0.22
C: -1.64 -0.46 -0.90
C: -3.00 -0.02 -0.28
O: -3.45 1.35 -0.55
C: -2.99 -0.15 1.24
C: -1.53 -0.53 1.54
B: -1.28 -2.00 1.90
O: -1.01 -2.19 3.19
O: -1.36 -2.95 0.90
H: 0.12 1.08 -1.90
H: 2.08 -0.22 -2.78
H: 1.98 -1.17 -1.29
H: 4.17 0.28 -1.86
H: 2.97 0.20 0.76
H: 3.53 2.48 -2.00
H: 3.76 2.33 -0.26
H: 1.51 2.36 -0.01
H: -1.62 -1.53 -1.22
H: -1.44 0.20 -1.75
H: -3.83 -0.63 -0.64
H: -3.02 2.13 -0.11
H: -3.26 0.81 1.67
H: -3.73 -0.91 1.66
H: -1.00 -0.07 2.39
H: -0.74 -2.77 3.92
H: -1.05 -3.90 0.89


B.
The following is a quantum chemistry calculation of C9H17BN2O5 in the gas phase, from the OMol25 dataset.

Computed properties:
E_HOMO (eV): -8.677
Structure (SMILES): N[C@@H](CCC(=O)O)C(=O)N1CCC[C@H]1B(O)O
Kohn-Sham gap (eV): 9.06
2S+1: 1

Atoms and positions in Å:
N: -1.07 0.47 1.37
C: -1.25 -0.95 0.97
C: -2.75 -1.28 0.70
C: -3.18 -0.78 -0.68
C: -3.30 0.68 -0.85
O: -4.29 1.27 -0.45
O: -2.21 1.43 -1.26
C: -0.34 -1.18 -0.17
O: -0.66 -1.98 -1.02
N: 0.93 -0.61 -0.27
C: 1.95 -1.00 -1.30
C: 3.29 -0.46 -0.84
C: 3.06 -0.22 0.66
C: 1.56 0.14 0.77
B: 1.67 1.79 0.57
O: 2.63 2.44 1.37
O: 1.02 2.38 -0.48
H: -1.28 0.97 0.48
H: -1.77 0.86 1.93
H: -0.94 -1.58 1.75
H: -2.87 -2.37 0.68
H: -3.35 -0.98 1.58
H: -2.43 -1.24 -1.44
H: -4.21 -1.05 -0.93
H: -2.48 2.40 -1.13
H: 1.87 -2.10 -1.23
H: 1.68 -0.71 -2.35
H: 3.44 0.49 -1.37
H: 4.05 -1.16 -1.09
H: 3.15 -1.18 1.22
H: 3.65 0.63 1.03
H: 1.19 -0.33 1.75
H: 2.64 3.40 1.18
H: 0.59 1.83 -1.18


Stability, lowest: A


A.
The following is a quantum chemistry calculation of a gas-phase ion, C3H7FN3 (charge +1), from the OMol25 dataset.

Computed properties:
E_HOMO (eV): -14.136
Structure (SMILES): [H]/N=C1\N[NH2+]C[C@@H]1F
Kohn-Sham gap (eV): 10.24
2S+1: 1
Net charge: +1

Atoms and positions in Å:
H: -2.41 1.85 -0.99
N: -1.77 1.11 -1.27
C: -0.93 0.64 -0.52
N: -0.56 0.76 0.81
N: 0.64 0.07 1.15
C: 0.73 -1.12 0.22
C: 0.22 -0.63 -1.11
F: 1.19 0.01 -1.80
H: -0.76 1.61 1.32
H: 0.60 -0.25 2.13
H: 1.48 0.65 1.03
H: 0.11 -1.93 0.60
H: 1.77 -1.44 0.16
H: -0.31 -1.33 -1.75


B.
The following is a quantum chemistry calculation of a gas-phase ion, C3H7FN3 (charge +1), from the OMol25 dataset.

Computed properties:
E_HOMO (eV): -15.122
Structure (SMILES): CC(=[NH2+])N1N[C@@H]1F
Kohn-Sham gap (eV): 10.51
2S+1: 1
Net charge: +1

Atoms and positions in Å:
C: 0.61 -1.57 -0.78
C: 0.25 -0.17 -0.74
N: 0.77 0.93 -1.22
N: -0.92 0.15 0.22
N: -0.91 1.45 0.85
C: -0.71 0.26 1.64
F: 0.60 0.18 1.97
H: 1.53 -1.89 -1.36
H: 0.69 -1.76 0.34
H: -0.38 -2.01 -1.11
H: 1.43 1.02 -1.94
H: 0.32 1.79 -1.06
H: -1.91 1.75 0.82
H: -1.37 -0.10 2.38


Stability, lowest: B


A.
The following is a quantum chemistry calculation of C4H7Cl2P in the gas phase, from the OMol25 dataset.

Computed properties:
E_HOMO (eV): -8.863
Structure (SMILES): C=C[C@@H](C)P(Cl)Cl
Kohn-Sham gap (eV): 9.46
2S+1: 1

Atoms and positions in Å:
C: 1.79 -0.21 1.02
C: 0.95 -0.03 0.04
C: -0.45 -0.55 0.08
C: -1.32 0.19 -0.87
P: -0.29 -2.55 -0.68
Cl: 0.95 -3.35 0.82
Cl: -2.01 -3.33 0.07
H: 2.73 0.30 0.94
H: 1.37 -0.79 1.86
H: 1.28 0.53 -0.74
H: -0.71 -0.77 1.08
H: -1.80 1.02 -0.57
H: -2.26 -0.49 -1.23
H: -0.86 0.41 -1.76


B.
The following is a quantum chemistry calculation of a molecular structure, C4H7Cl2P, from the OMol25 dataset.

Computed properties:
E_HOMO (eV): -9.619
Kohn-Sham gap (eV): 8.93
2S+1: 1

Atoms and positions in Å:
C: 0.35 0.21 -1.12
C: 0.61 1.33 -0.15
C: 0.14 -1.07 -0.30
C: -0.78 -0.74 0.82
P: -0.50 0.98 1.31
Cl: 1.70 -1.51 0.48
Cl: -2.83 -0.63 -0.21
H: -0.73 0.42 -1.58
H: 1.19 0.07 -1.83
H: 1.75 1.37 0.14
H: 0.44 2.36 -0.61
H: -0.46 -1.87 -0.72
H: -1.27 -1.40 1.49
H: 0.40 0.48 2.27


Stability, lowest: B


A.
The following is a quantum chemistry calculation of a gas-phase ion, C5H14N (charge +2), from the OMol25 dataset.

Computed properties:
E_HOMO (spin up / spin down) (eV): -21.067 / -21.163
Kohn-Sham gap (spin up / spin down) (eV): 14.01 / 6.86
2S+1: 2
Net charge: +2

Atoms and positions in Å:
C: -0.99 -0.81 0.79
C: 0.09 0.07 0.15
C: -0.55 1.31 -0.62
C: 0.91 -0.68 -0.83
C: 2.12 -0.04 -1.36
N: -1.61 -0.14 2.01
H: -1.82 -1.03 0.13
H: -0.53 -1.72 1.18
H: 0.78 0.47 0.91
H: 0.23 2.08 -0.70
H: -1.40 1.69 -0.07
H: -0.82 1.02 -1.62
H: 0.27 -1.14 -1.64
H: 1.35 -1.69 -0.48
H: 2.71 0.53 -0.65
H: 1.82 0.73 -2.16
H: 2.76 -0.72 -1.93
H: -2.35 -0.74 2.39
H: -2.06 0.75 1.77
H: -0.92 0.05 2.74


B.
The following is a quantum chemistry calculation of 2 unconnected molecules or ions with the total composition C5H14N, from the OMol25 dataset.

Computed properties:
E_HOMO (spin up / spin down) (eV): -20.386 / -20.380
Kohn-Sham gap (spin up / spin down) (eV): 6.27 / 5.01
2S+1: 2
Net charge: +2

Atoms and positions in Å:
C: -0.02 0.15 -2.35
C: -0.22 -0.05 -0.80
C: 0.68 -1.15 -0.13
C: 0.65 -1.10 1.44
C: -0.66 -1.15 2.20
N: -0.02 1.18 -0.13
H: 1.00 0.43 -2.63
H: -0.67 0.89 -2.84
H: -0.33 -0.77 -2.86
H: -1.27 -0.46 -0.72
H: 0.42 -2.18 -0.41
H: 1.66 -0.95 -0.58
H: 1.31 -1.95 1.72
H: 1.15 -0.12 1.67
H: -1.32 -2.01 2.04
H: -0.43 -1.02 3.27
H: -1.21 -0.25 1.84
H: 0.52 4.47 -0.32
H: -1.00 1.54 -0.20
H: -0.22 4.49 -0.21


Stability, lowest: B